1.
{
  "formula": "H6O7STl",
  "method": "ωB97M-V/def2-TZVPD",
  "homo_ev": -14.150,
  "total_charge": 1,
  "e_above_lowest_kj_mol": 140.0,
  "molar_mass_g_mol": 354.5,
  "energy_ha": -1100.46195,
  "species": ["Tl", "S", "O", "O", "O", "O", "O", "O", "O", "H", "H", "H", "H", "H", "H"],
  "xyz": [[-1.039, 1.316, 2.327], [-0.172, -5.236, 0.699], [3.781, 3.054, 2.249], [0.032, 4.563, -1.557], [-3.517, 0.422, -2.073], [-1.093, -6.373, 0.783], [0.868, -5.361, 1.750], [0.483, -5.114, -0.583], [-0.899, -4.023, 1.004], [-0.297, 5.389, -1.910], [3.979, 3.630, 1.511], [4.638, 2.809, 2.599], [-4.362, 0.748, -2.383], [-3.355, -0.363, -2.597], [0.953, 4.540, -1.818]],
  "lowdin_charge": [0.98, 0.30, -0.06, -0.06, -0.06, -0.12, 0.00, -0.14, -0.04, 0.03, 0.03, 0.03, 0.03, 0.03, 0.03]
}

2.
{
  "formula": "H6OSi2",
  "method": "ωB97M-V/def2-TZVPD",
  "homo_ev": -10.416,
  "total_charge": 0,
  "e_above_lowest_kj_mol": 73.6,
  "molar_mass_g_mol": 78.2,
  "energy_ha": -657.81752,
  "species": ["Si", "Si", "O", "H", "H", "H", "H", "H", "H"],
  "xyz": [[-0.820, 0.267, 1.426], [0.762, -0.029, -1.543], [0.016, 0.320, 0.003], [-1.586, 1.426, 1.276], [2.130, 0.380, -1.069], [-1.361, -0.970, 1.744], [0.044, 0.457, 2.578], [0.293, -1.377, -2.063], [-0.121, 0.779, -2.509]],
  "lowdin_charge": [0.50, 0.59, -0.64, -0.08, -0.05, -0.10, -0.09, -0.07, -0.07]
}

3.
{
  "formula": "H6Si3",
  "method": "ωB97M-V/def2-TZVPD",
  "homo_ev": -8.437,
  "total_charge": 0,
  "e_above_lowest_kj_mol": 4.6,
  "molar_mass_g_mol": 90.3,
  "energy_ha": -871.94287,
  "species": ["Si", "Si", "Si", "H", "H", "H", "H", "H", "H"],
  "xyz": [[-0.760, -0.260, -0.989], [0.256, 1.344, 0.334], [0.930, -1.119, 0.386], [0.105, -1.537, 1.496], [-1.215, -0.030, -2.391], [2.214, -1.959, 0.430], [0.848, 2.335, -0.496], [-2.072, -0.649, -0.486], [-0.304, 1.874, 1.715]],
  "lowdin_charge": [0.19, 0.30, 0.30, -0.15, -0.12, -0.12, -0.17, -0.14, -0.09]
}

4.
{
  "formula": "H6Si3",
  "method": "ωB97M-V/def2-TZVPD",
  "homo_ev": -8.556,
  "total_charge": 0,
  "e_above_lowest_kj_mol": 81.2,
  "molar_mass_g_mol": 90.3,
  "energy_ha": -871.91369,
  "species": ["Si", "Si", "Si", "H", "H", "H", "H", "H", "H"],
  "xyz": [[-2.140, -0.224, -0.773], [1.248, -0.456, -0.075], [-0.644, 0.856, 0.562], [-0.133, 2.071, 1.166], [2.023, -0.377, -1.484], [0.484, -1.816, 0.027], [-2.188, 0.444, -2.100], [-1.043, 0.165, 1.821], [2.392, -0.663, 0.856]],
  "lowdin_charge": [0.45, 0.35, 0.07, -0.15, -0.09, -0.12, -0.24, -0.12, -0.14]
}

5.
{
  "formula": "H6Si3",
  "method": "ωB97M-V/def2-TZVPD",
  "homo_ev": [-7.336, -9.838],
  "total_charge": 0,
  "e_above_lowest_kj_mol": 9.0,
  "molar_mass_g_mol": 90.3,
  "energy_ha": -871.88422,
  "multiplicity": 3,
  "species": ["Si", "Si", "Si", "H", "H", "H", "H", "H", "H"],
  "xyz": [[1.040, -0.302, 0.026], [-0.932, 0.738, 0.585], [-2.896, -0.307, -0.447], [0.992, -1.655, -0.553], [-3.070, 0.523, -1.760], [-0.848, 2.108, 1.145], [-0.937, 0.212, 1.935], [1.530, -0.433, 1.360], [1.844, 0.661, -0.708]],
  "lowdin_spin": [0.06, 0.29, 1.46, 0.00, 0.15, 0.03, 0.00, 0.01, 0.01]
}

6.
{
  "formula": "H72O36",
  "method": "ωB97M-V/def2-TZVPD",
  "homo_ev": -10.738,
  "total_charge": 0,
  "e_above_lowest_kj_mol": 136.2,
  "molar_mass_g_mol": 648.5,
  "energy_ha": -2751.97789,
  "species": ["O", "O", "O", "O", "O", "O", "O", "O", "O", "O", "O", "O", "O", "O", "O", "O", "O", "O", "O", "O", "O", "O", "O", "O", "O", "O", "O", "O", "O", "O", "O", "O", "O", "O", "O", "O", "H", "H", "H", "H", "H", "H", "H", "H", "H", "H", "H", "H", "H", "H", "H", "H", "H", "H", "H", "H", "H", "H", "H", "H", "H", "H", "H", "H", "H", "H", "H", "H", "H", "H", "H", "H", "H", "H", "H", "H", "H", "H", "H", "H", "H", "H", "H", "H", "H", "H", "H", "H", "H", "H", "H", "H", "H", "H", "H", "H", "H", "H", "H", "H", "H", "H", "H", "H", "H", "H", "H", "H"],
  "xyz": [[-3.670, 1.018, 3.736], [-1.691, -3.505, 2.533], [-1.020, -3.340, -0.039], [2.446, 5.438, -1.771], [0.925, -2.224, -2.319], [-2.047, 6.012, 0.719], [-1.470, -0.989, 3.687], [2.464, 2.367, -1.401], [-4.177, -1.434, -1.797], [1.037, -4.532, 2.822], [-0.599, 3.008, -4.793], [2.866, -1.901, 2.084], [-5.256, 2.025, -0.044], [0.057, 3.375, 1.333], [-4.639, -1.384, -4.732], [-1.219, -0.057, -1.826], [1.631, -5.025, -3.229], [-0.805, 2.941, -1.170], [-3.251, -0.316, 0.797], [-4.802, -1.715, 3.368], [2.243, 1.180, -3.873], [2.460, -4.448, 0.195], [0.997, 6.011, 1.029], [0.807, 1.335, 2.991], [1.081, -0.783, 4.990], [3.538, -1.335, -4.037], [4.247, 0.078, 3.412], [-0.285, 1.945, 5.771], [2.784, -0.863, -0.651], [0.084, -0.583, 0.841], [-1.670, -2.625, -3.041], [-2.998, 3.207, 0.991], [5.356, -0.901, -2.070], [3.956, -3.588, -2.128], [-2.067, 0.276, -4.485], [2.982, 1.763, 1.339], [0.290, 6.608, 1.292], [-0.647, -1.209, 4.204], [-0.650, -2.452, 0.035], [-0.380, 2.040, 4.822], [5.708, -0.005, -2.081], [0.096, -4.337, 2.931], [0.929, -3.057, -2.819], [-0.847, 3.537, 1.660], [-0.912, -3.668, -0.938], [-0.868, 0.870, -1.713], [0.839, 0.438, 3.376], [4.016, -0.569, 2.696], [-4.096, -2.267, 3.716], [2.922, 2.137, 0.414], [-0.358, 3.209, -0.366], [3.802, 2.124, 1.675], [4.719, -3.936, -1.661], [1.531, -1.422, 5.509], [-1.708, 3.252, -0.991], [1.406, -5.951, -3.230], [3.004, 0.638, -4.104], [-2.656, -0.058, 1.509], [-1.114, 2.868, -3.991], [-3.794, 3.054, 0.418], [2.457, -1.395, -1.390], [1.766, 0.718, -3.196], [-1.497, -3.559, 1.574], [2.068, -1.359, 2.081], [2.179, -4.827, 1.026], [1.657, 1.387, 2.425], [3.129, -1.958, -3.449], [-1.876, 0.128, -3.561], [-1.691, -0.228, -1.021], [2.865, -2.288, 1.223], [-4.254, -0.573, -5.041], [-1.819, 6.166, -0.217], [-4.611, -2.004, -5.452], [2.688, 2.007, -2.271], [-1.378, 0.894, -4.768], [-2.905, 0.394, 3.762], [-4.562, -0.826, 3.679], [-3.310, 2.906, 1.822], [-2.427, -2.365, -2.471], [4.675, -0.845, -2.772], [3.765, -0.820, -0.597], [0.241, 2.564, -4.573], [4.206, -1.830, -4.506], [1.405, -3.633, 2.824], [2.413, 3.306, -1.490], [-0.575, 2.726, 6.219], [-1.603, -1.868, -3.618], [-2.491, 5.164, 0.753], [2.128, 6.072, -2.434], [-3.388, 1.701, 4.359], [-1.669, -1.780, 3.133], [0.699, 5.087, 1.244], [-4.595, -1.541, -2.684], [0.272, 2.573, 1.813], [-2.499, -4.050, 2.651], [0.004, -1.933, -2.406], [1.710, -4.613, -0.380], [2.605, -4.984, -3.095], [-3.622, -1.218, 1.019], [0.786, -0.146, 5.680], [0.669, -0.334, 0.131], [-4.249, -0.488, -1.589], [3.298, -3.535, -1.406], [2.096, 5.682, -0.903], [4.586, -0.420, 4.135], [-6.168, 2.140, 0.264], [0.136, 0.208, 1.410], [-4.844, 1.317, 0.467]],
  "lowdin_charge": [-0.07, -0.07, -0.03, -0.06, -0.06, -0.06, -0.09, -0.04, -0.07, -0.06, -0.06, -0.04, -0.05, -0.05, -0.03, -0.06, -0.05, -0.05, -0.06, -0.05, -0.03, -0.04, -0.08, -0.10, -0.03, -0.03, -0.07, -0.03, -0.06, -0.03, -0.06, -0.05, -0.07, -0.05, -0.05, -0.06, 0.02, 0.04, 0.03, 0.01, 0.05, 0.00, 0.02, 0.06, 0.05, 0.06, 0.02, 0.02, 0.02, 0.04, -0.02, 0.06, 0.07, 0.05, 0.03, 0.04, 0.03, 0.02, 0.02, 0.04, -0.02, 0.03, 0.01, 0.03, 0.02, 0.05, 0.01, -0.03, 0.01, 0.00, 0.02, 0.06, 0.04, 0.01, 0.02, 0.01, 0.00, 0.02, 0.03, -0.01, 0.05, 0.03, 0.07, 0.02, 0.00, 0.03, 0.01, -0.02, 0.05, 0.05, 0.01, 0.01, 0.03, 0.01, 0.09, 0.00, 0.03, 0.04, 0.08, 0.07, 0.02, 0.04, 0.01, 0.01, 0.01, 0.07, 0.02, 0.02]
}

7.
{
  "formula": "H7N5",
  "method": "ωB97M-V/def2-TZVPD",
  "homo_ev": -8.519,
  "total_charge": 0,
  "e_above_lowest_kj_mol": 145.4,
  "molar_mass_g_mol": 77.1,
  "energy_ha": -277.79931,
  "species": ["N", "N", "N", "N", "N", "H", "H", "H", "H", "H", "H", "H"],
  "xyz": [[1.732, -0.783, 0.417], [0.340, 0.215, 0.440], [0.537, 1.337, -0.272], [-1.936, -0.071, -0.178], [-0.358, -0.702, -0.287], [-2.447, -0.708, -0.792], [0.090, 2.134, 0.171], [2.252, -0.314, 1.161], [-2.261, -0.275, 0.770], [0.221, 1.238, -1.237], [2.199, -0.505, -0.447], [-0.369, -1.567, 0.255]],
  "lowdin_charge": [0.04, -0.31, -0.01, 0.02, -0.11, 0.03, 0.08, 0.04, 0.03, 0.08, 0.03, 0.08]
}

8.
{
  "formula": "H7NP6",
  "method": "ωB97M-V/def2-TZVPD",
  "homo_ev": -7.811,
  "total_charge": 0,
  "e_above_lowest_kj_mol": 0.0,
  "molar_mass_g_mol": 206.9,
  "energy_ha": -2106.95875,
  "species": ["P", "P", "P", "P", "P", "P", "N", "H", "H", "H", "H", "H", "H", "H"],
  "xyz": [[-2.060, -0.019, -0.913], [-2.853, -1.565, 0.274], [3.708, -0.599, 0.495], [0.228, 2.226, -0.250], [-0.390, 0.255, 0.418], [1.103, -1.055, -0.538], [2.383, 0.016, -0.238], [-0.261, 2.743, 0.850], [-2.811, 1.063, -0.339], [-2.068, -2.427, -0.498], [1.090, -1.905, 0.492], [1.619, 2.281, 0.309], [4.348, 0.618, 0.380], [-4.037, -1.633, -0.442]],
  "lowdin_charge": [0.12, 0.37, 0.72, 0.43, 0.00, 0.39, -0.83, -0.24, -0.14, -0.17, -0.17, -0.12, -0.18, -0.17]
}

9.
{
  "formula": "H7O3S",
  "method": "ωB97M-V/def2-TZVPD",
  "homo_ev": -3.683,
  "total_charge": -1,
  "e_above_lowest_kj_mol": 89.4,
  "molar_mass_g_mol": 87.1,
  "energy_ha": -628.14517,
  "species": ["S", "O", "O", "O", "H", "H", "H", "H", "H", "H", "H"],
  "xyz": [[-1.663, -0.904, -0.127], [0.584, 0.133, 1.970], [1.354, -1.741, -0.931], [-0.201, 2.536, -0.469], [0.510, 1.146, 1.935], [-1.321, -1.467, -1.241], [0.543, -2.375, -0.871], [-0.102, 1.620, -0.174], [0.940, -1.074, -0.315], [-0.361, 2.445, -1.371], [-0.282, -0.320, 1.595]],
  "lowdin_charge": [0.00, -0.22, -0.20, -0.07, 0.05, -0.44, 0.03, -0.03, -0.04, -0.01, -0.07]
}

10.
{
  "formula": "H7O4",
  "method": "ωB97M-V/def2-TZVPD",
  "homo_ev": -4.872,
  "total_charge": -1,
  "e_above_lowest_kj_mol": 3.4,
  "molar_mass_g_mol": 71.1,
  "energy_ha": -305.20913,
  "species": ["O", "O", "O", "O", "H", "H", "H", "H", "H", "H", "H"],
  "xyz": [[0.560, -2.268, 0.553], [-1.677, -0.037, 1.196], [0.698, 0.243, -0.188], [0.373, 2.400, -1.602], [0.232, -2.688, -0.250], [0.535, 1.580, -1.013], [-1.518, -0.912, 1.572], [-0.765, 0.227, 0.947], [1.486, 0.488, 0.318], [-0.545, 2.251, -1.837], [0.622, -1.283, 0.304]],
  "lowdin_charge": [-0.16, -0.13, -0.40, -0.17, 0.00, -0.04, 0.00, -0.02, -0.04, -0.01, -0.04]
}

11.
{
  "formula": "H7O4",
  "method": "ωB97M-V/def2-TZVPD",
  "homo_ev": -4.578,
  "total_charge": -1,
  "e_above_lowest_kj_mol": 28.8,
  "molar_mass_g_mol": 71.1,
  "energy_ha": -305.19946,
  "species": ["O", "O", "O", "O", "H", "H", "H", "H", "H", "H", "H"],
  "xyz": [[1.552, 1.697, -1.610], [0.319, 0.452, 1.670], [-1.142, -2.283, 0.624], [-0.247, -0.107, -0.961], [-0.919, -1.482, 0.095], [-1.396, -1.963, 1.488], [0.318, 0.272, 0.693], [0.934, 0.937, -1.351], [-0.324, -0.962, -1.391], [1.357, 2.422, -1.014], [-0.451, 1.017, 1.756]],
  "lowdin_charge": [-0.16, -0.12, -0.11, -0.44, -0.03, 0.00, -0.02, -0.04, -0.07, -0.01, 0.01]
}

12.
{
  "formula": "H80O40",
  "method": "ωB97M-V/def2-TZVPD",
  "homo_ev": -10.141,
  "total_charge": 0,
  "e_above_lowest_kj_mol": 1967.2,
  "molar_mass_g_mol": 720.6,
  "energy_ha": -3057.00807,
  "species": ["O", "O", "O", "O", "O", "O", "O", "O", "O", "O", "O", "O", "O", "O", "O", "O", "O", "O", "O", "O", "O", "O", "O", "O", "O", "O", "O", "O", "O", "O", "O", "O", "O", "O", "O", "O", "O", "O", "O", "O", "H", "H", "H", "H", "H", "H", "H", "H", "H", "H", "H", "H", "H", "H", "H", "H", "H", "H", "H", "H", "H", "H", "H", "H", "H", "H", "H", "H", "H", "H", "H", "H", "H", "H", "H", "H", "H", "H", "H", "H", "H", "H", "H", "H", "H", "H", "H", "H", "H", "H", "H", "H", "H", "H", "H", "H", "H", "H", "H", "H", "H", "H", "H", "H", "H", "H", "H", "H", "H", "H", "H", "H", "H", "H", "H", "H", "H", "H", "H", "H"],
  "xyz": [[-2.040, 2.702, 1.655], [-2.669, -1.453, -2.303], [1.978, -1.665, -6.017], [1.333, -5.590, 2.816], [-4.161, -5.304, 1.163], [1.942, 3.441, 5.133], [3.364, 4.493, 1.580], [-5.445, 1.461, 3.992], [4.623, -4.835, -0.076], [4.286, 1.050, -3.531], [3.087, -3.776, 1.713], [-0.448, -4.252, 4.442], [2.103, 0.376, 0.985], [0.534, -2.540, -2.479], [-1.920, 4.435, -0.173], [-3.014, 3.993, -3.066], [-0.966, -5.602, -0.680], [2.566, -4.042, -3.761], [1.937, 2.652, -3.845], [-1.419, 1.892, -1.683], [-0.659, 1.062, 3.289], [1.336, 4.531, -0.299], [5.082, 2.322, -0.535], [4.307, -1.459, -0.515], [0.843, 1.772, -0.624], [-0.793, -0.043, -6.310], [2.002, -1.291, 4.433], [2.837, 4.403, -2.465], [-3.157, 3.936, 3.699], [-5.403, -2.211, -3.244], [0.034, 0.812, -3.450], [-0.015, -3.339, 1.234], [1.730, 2.010, 2.580], [-3.915, 3.453, -0.840], [-2.189, -2.773, -0.355], [3.459, -1.421, -3.279], [-3.582, -0.511, 1.462], [-2.753, 0.854, 4.649], [-4.923, 2.050, 1.489], [-0.459, -1.448, 3.086], [3.245, 3.709, 1.144], [1.045, -3.346, -2.683], [1.223, 2.801, -3.185], [0.097, -2.804, -1.509], [-0.818, -0.261, -5.414], [-4.082, -1.234, 1.266], [-5.337, 0.628, 3.613], [5.252, 1.393, -0.858], [-0.228, 0.786, -6.317], [-2.094, 4.123, -3.329], [1.238, -1.126, -6.138], [-0.413, -4.172, 3.489], [-2.508, 0.719, 3.735], [1.831, -5.115, 3.470], [2.323, -3.228, 1.532], [-1.106, -5.123, 4.557], [1.851, -5.652, 2.153], [1.811, 4.139, -2.290], [-4.398, 1.479, 4.213], [-4.836, -1.585, -3.857], [-1.099, -0.720, 3.312], [-0.522, 1.698, -1.823], [2.630, -0.413, 1.191], [4.636, 0.037, -3.455], [4.992, 1.628, -3.566], [3.822, 5.121, 1.033], [-4.886, -2.827, -2.970], [-1.940, 1.230, 4.876], [3.865, -3.324, 1.643], [-1.351, -4.889, -1.266], [-3.562, -5.877, 0.469], [3.889, -5.075, -0.771], [-3.509, 3.797, -1.755], [2.795, 3.715, 4.888], [-2.626, -1.934, -1.401], [0.052, -5.476, -0.870], [2.222, 4.851, -0.846], [0.589, 1.929, 0.338], [-2.047, 5.209, 0.352], [0.380, -0.928, 3.446], [-0.609, 0.332, -2.863], [-0.952, 2.380, -0.823], [2.668, -1.225, 5.093], [-4.005, 0.326, 1.110], [1.852, -2.593, -6.399], [1.850, 2.950, 2.103], [-5.626, 2.290, 0.806], [-2.952, 3.021, -2.975], [-3.572, -5.176, 1.879], [1.383, 0.372, 1.709], [-4.681, 3.880, -0.689], [-2.608, -2.533, 0.556], [1.857, 2.067, 3.456], [4.009, -5.114, 0.641], [-1.306, -2.642, -0.060], [0.237, 1.532, 2.933], [2.558, -3.342, -4.402], [1.352, -1.820, 4.945], [1.275, 3.922, 4.701], [5.302, -1.566, -0.323], [1.388, 3.754, -0.647], [1.862, 1.672, -0.628], [0.299, -4.242, 1.307], [3.597, -3.767, -3.459], [-5.802, 2.031, 2.287], [2.351, 1.831, -3.808], [-2.688, 1.984, 1.817], [4.207, 2.554, -0.899], [-3.128, 4.798, 3.848], [-1.038, 1.215, 2.363], [3.086, 3.852, -3.137], [-2.626, 3.442, 3.195], [-0.061, -3.095, 2.204], [2.956, -1.146, -4.136], [3.032, -1.877, -2.527], [3.881, -1.568, 0.144], [-2.805, 3.975, 0.034], [0.792, 0.135, -3.421], [-3.093, -0.711, -2.224], [-2.307, 3.086, 0.910]],
  "lowdin_charge": [-0.02, -0.04, -0.04, 0.04, -0.10, 0.01, -0.01, -0.10, -0.12, -0.09, -0.01, -0.12, -0.09, -0.11, -0.09, -0.01, -0.11, -0.12, -0.05, -0.11, -0.16, -0.05, -0.08, 0.07, -0.11, -0.05, -0.04, -0.08, 0.06, -0.03, -0.10, -0.07, -0.05, -0.06, -0.04, -0.13, -0.02, -0.02, -0.20, -0.12, -0.05, -0.01, 0.06, 0.11, -0.03, -0.02, -0.02, 0.05, 0.08, 0.09, -0.03, -0.04, 0.00, 0.05, 0.04, 0.15, -0.09, 0.11, 0.09, 0.11, 0.03, -0.07, 0.04, 0.11, -0.01, 0.05, -0.10, 0.02, 0.00, 0.05, 0.12, 0.09, 0.02, 0.02, -0.03, 0.09, 0.12, 0.08, 0.05, 0.06, 0.06, 0.11, 0.03, 0.05, 0.11, 0.15, 0.06, 0.07, -0.02, 0.07, 0.00, 0.12, -0.03, 0.01, 0.00, 0.07, -0.03, 0.07, 0.03, 0.13, -0.15, 0.11, 0.01, 0.16, 0.19, -0.02, 0.05, 0.01, -0.03, 0.07, -0.04, -0.08, 0.03, 0.08, 0.03, -0.18, 0.00, 0.09, -0.08, -0.08]
}

F_max, respectively: 2.28; 3.82; 2.58; 1.87; 2.16; 2.03; 5.53; 3.38; 3.02; 0.74; 0.62; 17.49 eV Å⁻¹.